1.
{"formula": "C36H37AsBMnN2O4", "method": "ωB97M-V/def2-TZVPD", "total_charge": 1, "lumo_energy_ha": [-0.1140, -0.1188], "e_homo_ev": [-9.863, -10.380], "multiplicity": 6, "orbital_gap_ev": [6.762, 7.148], "symbols": ["Mn", "O", "C", "C", "C", "C", "N", "C", "C", "C", "C", "C", "C", "O", "C", "C", "N", "H", "H", "H", "H", "H", "H", "H", "H", "H", "H", "H", "H", "C", "C", "C", "C", "C", "C", "As", "C", "C", "C", "C", "C", "C", "C", "C", "C", "C", "C", "C", "H", "H", "H", "H", "H", "H", "H", "H", "H", "H", "H", "H", "H", "C", "C", "C", "O", "B", "O", "C", "C", "C", "H", "H", "H", "H", "H", "H", "H", "H", "H", "H", "H", "H"], "coordinates": [[0.14, 1.33, 0.08], [-6.32, -1.32, 0.21], [-5.96, -0.48, -0.86], [-4.58, 0.06, -0.63], [-3.89, 0.70, -1.65], [-2.61, 1.15, -1.42], [-2.01, 1.00, -0.24], [-2.67, 0.42, 0.77], [-3.96, -0.07, 0.61], [-1.93, 0.34, 2.06], [-2.52, -0.11, 3.23], [-1.78, -0.15, 4.40], [-2.37, -0.68, 5.69], [-1.91, 0.01, 6.83], [-0.46, 0.30, 4.37], [0.05, 0.74, 3.17], [-0.66, 0.76, 2.04], [-7.22, -1.62, 0.09], [-6.65, 0.37, -0.95], [-5.97, -1.02, -1.82], [-4.34, 0.83, -2.63], [-2.04, 1.63, -2.20], [-4.47, -0.58, 1.41], [-3.56, -0.43, 3.25], [-2.05, -1.71, 5.82], [-3.46, -0.68, 5.62], [-2.35, 0.87, 6.88], [0.14, 0.31, 5.26], [1.07, 1.11, 3.10], [4.31, -3.72, -2.31], [3.11, -3.91, -2.98], [2.02, -3.10, -2.70], [2.14, -2.09, -1.76], [3.35, -1.88, -1.10], [4.43, -2.71, -1.37], [0.66, -0.98, -1.26], [-0.19, -2.02, 0.15], [0.30, -2.27, 1.42], [-0.46, -3.01, 2.31], [-1.71, -3.49, 1.93], [-2.20, -3.25, 0.65], [-1.43, -2.52, -0.25], [-1.80, -2.20, -1.64], [-2.98, -2.58, -2.27], [-3.21, -2.20, -3.59], [-2.27, -1.45, -4.29], [-1.08, -1.07, -3.67], [-0.85, -1.45, -2.36], [5.15, -4.36, -2.53], [3.02, -4.69, -3.72], [1.08, -3.26, -3.23], [3.46, -1.08, -0.38], [5.37, -2.55, -0.86], [1.27, -1.90, 1.73], [-0.09, -3.22, 3.30], [-2.31, -4.07, 2.62], [-3.17, -3.64, 0.36], [-3.72, -3.16, -1.74], [-4.12, -2.51, -4.08], [-2.45, -1.17, -5.32], [-0.36, -0.48, -4.21], [3.94, 4.00, 1.48], [3.38, 4.27, 0.09], [3.88, 5.61, -0.43], [1.94, 4.35, 0.23], [1.37, 3.15, -0.11], [2.36, 2.32, -0.68], [3.58, 3.09, -0.90], [4.78, 2.20, -0.61], [3.57, 3.51, -2.37], [3.59, 4.78, 2.15], [5.03, 4.01, 1.48], [3.60, 3.04, 1.86], [3.72, 6.38, 0.33], [3.37, 5.91, -1.34], [4.95, 5.57, -0.63], [4.72, 1.76, 0.38], [5.70, 2.77, -0.68], [4.83, 1.40, -1.35], [2.70, 4.11, -2.60], [3.55, 2.61, -2.99], [4.47, 4.07, -2.63]], "lowdin_charge": [0.785, -0.048, -0.198, -0.161, 0.004, -0.096, 0.030, -0.185, 0.063, -0.187, 0.055, -0.162, -0.202, -0.037, 0.021, -0.088, 0.026, 0.103, 0.141, 0.128, 0.131, 0.125, 0.116, 0.122, 0.137, 0.128, 0.104, 0.129, 0.122, -0.070, -0.069, -0.090, -0.386, -0.120, -0.072, 1.364, -0.317, -0.099, -0.077, -0.065, -0.015, -0.202, -0.199, -0.022, -0.069, -0.072, -0.094, -0.343, 0.110, 0.110, 0.103, 0.094, 0.109, 0.109, 0.110, 0.110, 0.113, 0.115, 0.111, 0.110, 0.113, -0.012, -0.483, -0.004, 0.047, -0.569, -0.088, -0.486, -0.010, -0.012, 0.098, 0.095, 0.086, 0.095, 0.088, 0.099, 0.081, 0.099, 0.087, 0.098, 0.093, 0.095]}


2.
{"formula": "C36H37AsN3O4PdSSi", "method": "ωB97M-V/def2-TZVPD", "total_charge": -1, "lumo_energy_ha": 0.0955, "e_homo_ev": -4.098, "multiplicity": 1, "orbital_gap_ev": 6.696, "symbols": ["Pd", "C", "C", "C", "C", "C", "C", "C", "S", "O", "O", "N", "C", "C", "O", "O", "H", "H", "H", "H", "H", "H", "H", "H", "H", "C", "C", "C", "C", "C", "C", "As", "C", "C", "C", "C", "C", "C", "C", "C", "C", "C", "C", "C", "H", "H", "H", "H", "H", "H", "H", "H", "H", "H", "H", "H", "H", "H", "H", "C", "Si", "C", "C", "H", "H", "H", "H", "H", "H", "H", "H", "H", "N", "C", "C", "C", "C", "C", "N", "C", "H", "H", "H", "H"], "coordinates": [[0.08, 0.47, -0.51], [-0.19, 3.73, 6.66], [0.27, 3.57, 5.23], [0.89, 4.60, 4.55], [1.32, 4.45, 3.24], [1.11, 3.24, 2.59], [0.48, 2.19, 3.25], [0.06, 2.36, 4.56], [1.63, 2.99, 0.91], [2.56, 1.88, 0.96], [2.15, 4.27, 0.46], [0.34, 2.56, 0.11], [-0.55, 3.70, -0.14], [-1.94, 3.22, -0.43], [-2.93, 3.50, 0.21], [-1.99, 2.44, -1.52], [-0.08, 4.76, 6.99], [0.40, 3.09, 7.33], [-1.23, 3.44, 6.77], [1.05, 5.55, 5.06], [1.80, 5.25, 2.70], [0.31, 1.26, 2.72], [-0.43, 1.54, 5.07], [-0.21, 4.29, -1.00], [-0.62, 4.38, 0.72], [1.98, -3.97, -4.29], [2.67, -4.05, -3.09], [2.13, -3.47, -1.94], [0.92, -2.80, -1.99], [0.24, -2.72, -3.21], [0.77, -3.30, -4.35], [0.19, -1.79, -0.47], [-1.35, -2.93, -0.05], [-1.65, -4.13, -0.67], [-2.77, -4.87, -0.29], [-3.60, -4.41, 0.72], [-3.31, -3.20, 1.35], [-2.20, -2.47, 0.96], [1.39, -2.43, 0.93], [1.35, -3.72, 1.46], [2.25, -4.11, 2.43], [3.21, -3.21, 2.88], [3.26, -1.92, 2.37], [2.34, -1.53, 1.40], [2.40, -4.41, -5.19], [3.63, -4.55, -3.04], [2.69, -3.52, -1.01], [-0.69, -2.16, -3.27], [0.23, -3.22, -5.29], [-1.00, -4.51, -1.45], [-2.99, -5.81, -0.79], [-4.47, -4.98, 1.01], [-3.95, -2.83, 2.13], [-1.99, -1.52, 1.44], [0.60, -4.42, 1.10], [2.21, -5.11, 2.84], [3.92, -3.51, 3.64], [4.00, -1.22, 2.71], [2.36, -0.51, 1.02], [-4.72, 2.46, -2.49], [-3.32, 1.43, -1.81], [-3.81, 0.54, -0.25], [-2.65, 0.25, -3.08], [-5.58, 1.83, -2.74], [-4.42, 2.98, -3.40], [-5.03, 3.20, -1.75], [-4.33, -0.39, -0.49], [-4.46, 1.16, 0.38], [-2.91, 0.29, 0.31], [-3.38, -0.53, -3.32], [-1.76, -0.22, -2.65], [-2.36, 0.76, -4.00], [4.91, -0.77, -1.33], [4.10, -0.08, -1.77], [3.09, 0.78, -2.32], [3.07, 2.14, -2.06], [2.05, 2.88, -2.61], [1.10, 2.24, -3.39], [1.11, 0.93, -3.66], [2.09, 0.22, -3.12], [3.80, 2.59, -1.40], [1.96, 3.94, -2.39], [0.27, 2.80, -3.82], [2.10, -0.84, -3.32]], "lowdin_charge": [0.224, -0.063, -0.286, -0.050, -0.056, -0.277, -0.049, -0.043, 0.509, -0.347, -0.342, -0.289, -0.200, -0.535, 0.086, -0.108, 0.068, 0.077, 0.076, 0.104, 0.106, 0.103, 0.111, 0.115, 0.116, -0.102, -0.089, -0.099, -0.386, -0.142, -0.094, 1.204, -0.367, -0.108, -0.097, -0.106, -0.093, -0.132, -0.378, -0.112, -0.101, -0.103, -0.077, -0.114, 0.094, 0.100, 0.097, 0.090, 0.099, 0.094, 0.096, 0.094, 0.099, 0.085, 0.097, 0.094, 0.094, 0.105, 0.055, -0.159, 0.433, -0.153, -0.163, 0.028, 0.030, 0.029, 0.036, 0.034, 0.007, 0.034, -0.019, 0.035, 0.158, -0.182, -0.219, -0.035, -0.068, -0.148, 0.078, -0.127, 0.121, 0.104, 0.105, 0.096]}